# 1
Entry from the OMol25 dataset: C41H57BrIrN3O2PSSi as an isolated structure (ωB97M-V/def2-TZVPD).

Computed properties:
**Strongest force on any atom**: 0.8 eV Å⁻¹
**Kohn-Sham gap (alpha / beta)**: 0.261 / 0.226 Ha
**Total charge**: +1
**Multiplicity**: 5
**Energy relative to the best compared isomer or geometry (same formula, charge and spin)**: 0.0000 eV
**HOMO level (alpha / beta)**: -9.593 / -10.771 eV
**Calculated total energy**: -152884.5314 eV
**Molar mass**: 987.2 g mol⁻¹

Each line ends with the Mulliken charge.
Cartesian coordinates (Å):
Ir -0.21 -0.05 0.43  2.5219
O -3.30 -2.91 1.07  -0.7315
C -2.15 -2.60 0.90  0.0606
O -1.77 -1.34 0.81  -0.4889
C -1.07 -3.66 0.88  1.6454
C -1.40 -4.84 1.54  -1.4134
C -0.49 -5.89 1.63  -0.8659
C 0.75 -5.77 1.03  -0.8428
C 1.08 -4.61 0.34  -1.3772
C 0.18 -3.55 0.27  0.5941
P 0.65 -2.09 -0.71  1.4993
C 2.44 -2.23 -0.96  -0.3265
C 3.01 -2.97 -2.00  -0.3961
C 4.38 -3.06 -2.13  -0.7900
C 5.21 -2.40 -1.23  -0.7782
C 4.66 -1.65 -0.20  -0.7810
C 3.29 -1.57 -0.07  0.3825
C -0.06 -2.41 -2.36  0.8330
C 0.43 -1.71 -3.47  -1.0291
C -0.13 -1.92 -4.72  -0.3809
C -1.19 -2.80 -4.87  -0.8322
C -1.68 -3.48 -3.77  -0.7656
C -1.11 -3.29 -2.52  -0.4801
H -2.38 -4.91 1.99  0.5711
H -0.76 -6.79 2.16  0.4235
H 1.47 -6.58 1.08  0.4676
H 2.05 -4.54 -0.13  0.4025
H 2.37 -3.50 -2.69  0.5153
H 4.81 -3.64 -2.93  0.4705
H 6.29 -2.46 -1.34  0.4281
H 5.30 -1.14 0.51  0.5214
H 2.86 -0.99 0.74  0.1720
H 1.27 -1.04 -3.37  0.4060
H 0.28 -1.41 -5.58  0.5180
H -1.63 -2.96 -5.85  0.4189
H -2.51 -4.17 -3.88  0.4819
H -1.51 -3.84 -1.67  0.4034
C -4.87 3.80 -3.29  -1.0734
C -4.62 2.38 -3.77  -0.3926
N -3.91 1.60 -2.77  0.0750
C -2.73 0.98 -2.76  0.2683
S -2.43 -0.11 -1.47  -0.1861
N -1.80 1.16 -3.70  0.3377
C -1.67 2.16 -4.76  -0.3062
C -0.26 2.14 -5.30  -1.3406
H -5.44 4.36 -4.03  0.3967
H -3.93 4.32 -3.11  0.2119
H -5.44 3.81 -2.36  0.3266
H -4.07 2.38 -4.70  0.1532
H -5.57 1.88 -3.97  0.4023
H -4.43 1.39 -1.92  0.3098
H -1.02 0.52 -3.59  -0.3881
H -1.90 3.15 -4.34  0.2731
H -2.37 1.97 -5.57  0.4367
H 0.47 2.32 -4.51  0.2381
H -0.13 2.90 -6.07  0.4551
H -0.04 1.17 -5.76  0.3016
Br -1.45 3.28 -0.82  0.0076
C 0.22 2.72 -1.46  0.0309
C 1.00 3.67 -2.11  -0.7970
C 2.26 3.31 -2.54  -0.9840
C 2.70 2.02 -2.31  -0.9460
C 1.86 1.15 -1.64  0.0238
N 0.63 1.47 -1.22  0.5611
H 0.61 4.66 -2.26  0.5747
H 2.89 4.03 -3.05  0.4873
H 3.68 1.68 -2.61  0.5702
H 2.19 0.15 -1.40  -0.2692
C 0.92 -0.45 5.25  -1.9480
C 0.35 -0.77 3.86  3.0839
C -1.00 -1.48 4.04  -2.0259
C 1.29 -1.80 3.22  -2.3057
Si 0.18 0.86 2.81  -2.6858
C -1.41 1.84 3.30  3.1293
C -1.60 1.89 4.83  -1.8338
C -1.37 3.31 2.84  -1.8013
C -2.65 1.19 2.67  -1.6113
C 1.77 1.97 2.88  2.8274
C 3.06 1.16 2.67  -1.9775
C 1.76 3.04 1.78  -1.9749
C 1.88 2.69 4.23  -1.6335
H 0.89 -1.37 5.85  0.5812
H 0.35 0.31 5.79  0.2966
H 1.96 -0.13 5.21  0.4058
H -0.81 -2.45 4.53  0.6010
H -1.50 -1.68 3.10  0.1573
H -1.68 -0.94 4.69  0.3486
H 1.35 -2.68 3.87  0.6541
H 2.30 -1.44 3.08  0.1485
H 0.91 -2.16 2.26  0.6475
H -0.76 2.36 5.34  0.3258
H -1.77 0.91 5.28  0.3035
H -2.49 2.49 5.04  0.5752
H -0.64 3.90 3.38  0.3707
H -2.35 3.75 3.04  0.5939
H -1.18 3.41 1.78  -0.1109
H -2.80 0.16 2.96  0.2524
H -2.61 1.21 1.57  0.1771
H -3.54 1.76 2.97  0.6646
H 3.10 0.73 1.67  0.2598
H 3.19 0.36 3.40  0.2979
H 3.91 1.83 2.77  0.6087
H 1.70 2.59 0.78  0.3313
H 2.70 3.60 1.83  0.5284
H 0.94 3.75 1.88  0.3077
H 2.00 2.00 5.07  0.3067
H 1.02 3.32 4.45  0.3008
H 2.76 3.34 4.21  0.6064

***

# 2
Entry from the OMol25 dataset: C41H58AsCrN5O3 as an isolated structure (ωB97M-V/def2-TZVPD).

Computed properties:
**Strongest force on any atom**: 0.8 eV Å⁻¹
**Kohn-Sham gap (alpha / beta)**: 0.216 / 0.209 Ha
**Total charge**: +1
**Multiplicity**: 4
**Energy relative to the best compared isomer or geometry (same formula, charge and spin)**: 0.0690 eV
**HOMO level (alpha / beta)**: -9.026 / -8.940 eV
**Calculated total energy**: -146311.6759 eV
**Molar mass**: 795.9 g mol⁻¹

Each line ends with the Mulliken charge.
Cartesian coordinates (Å):
Cr -0.55 0.27 -0.63  0.3312
C -5.50 -2.78 1.95  -1.1539
C -4.17 -2.52 2.66  -1.5088
C -3.45 -1.35 2.08  0.8164
C -3.60 -0.03 2.38  0.8370
C -4.48 0.57 3.43  -1.2399
C -3.70 1.11 4.63  -0.7743
C -2.74 0.70 1.48  -0.4375
N -2.07 -0.15 0.66  0.9502
C -2.53 -1.40 0.96  -0.5770
C -2.27 -2.53 0.22  -0.4469
C -1.54 -2.58 -0.96  -0.1501
C -1.28 -3.79 -1.70  0.3329
C -1.82 -5.14 -1.37  -1.3778
C -0.90 -5.91 -0.42  -1.1568
C -0.42 -3.45 -2.70  0.7582
C -0.17 -2.04 -2.57  -0.0098
C 0.78 -1.35 -3.30  -0.0412
C 1.11 -0.02 -3.17  -0.6695
N 0.53 0.84 -2.27  0.6568
C 0.99 2.08 -2.59  -0.6996
C 0.55 3.25 -1.98  -0.8039
C -0.41 3.32 -0.99  -0.3056
N -1.04 2.25 -0.40  0.5321
C -1.91 2.80 0.51  -0.5708
C -2.68 2.08 1.40  -0.4730
C -1.88 4.25 0.44  0.6864
C -0.92 4.57 -0.48  0.8381
C -0.46 5.93 -0.89  -1.3438
C 0.88 6.31 -0.27  -1.1490
C -2.76 5.20 1.19  -1.2865
C -2.05 5.97 2.30  -0.8011
C 1.93 2.01 -3.67  1.0980
C 2.01 0.70 -4.03  0.8323
C 2.85 0.09 -5.11  -1.2640
C 4.10 -0.59 -4.56  -1.0594
C 2.59 3.19 -4.32  -1.5468
C 1.73 3.80 -5.42  -1.2317
N -0.92 -1.51 -1.54  0.3766
C 0.15 -4.33 -3.77  -1.0755
C -0.49 -4.09 -5.14  -1.2150
H -6.02 -3.64 2.38  0.3949
H -5.34 -2.98 0.89  0.2902
H -6.16 -1.92 2.02  0.3369
H -3.54 -3.41 2.60  0.4962
H -4.35 -2.34 3.72  0.5038
H -5.19 -0.18 3.77  0.3703
H -5.08 1.38 2.99  0.4602
H -3.10 0.32 5.09  0.2719
H -4.38 1.51 5.39  0.4706
H -3.02 1.91 4.33  -0.0869
H -2.70 -3.46 0.56  0.2815
H -1.96 -5.71 -2.29  0.4798
H -2.81 -5.05 -0.93  0.4516
H 0.08 -6.06 -0.87  0.3208
H -1.31 -6.89 -0.18  0.4033
H -0.76 -5.37 0.51  0.2806
H 1.30 -1.92 -4.06  0.3851
H 0.96 4.18 -2.34  0.4945
H -3.33 2.64 2.06  0.2657
H -1.22 6.66 -0.61  0.3919
H -0.39 5.97 -1.98  0.5053
H 0.82 6.30 0.82  0.3063
H 1.19 7.31 -0.59  0.3980
H 1.66 5.61 -0.56  0.2889
H -3.62 4.66 1.60  0.3748
H -3.18 5.91 0.48  0.4655
H -1.57 5.30 3.01  0.0564
H -2.75 6.60 2.84  0.4245
H -1.26 6.61 1.89  0.1992
H 3.14 0.87 -5.82  0.4313
H 2.26 -0.63 -5.68  0.3812
H 4.71 0.11 -4.00  0.2880
H 4.71 -1.01 -5.36  0.4387
H 3.83 -1.41 -3.89  0.1599
H 3.55 2.88 -4.74  0.5122
H 2.83 3.95 -3.57  0.4362
H 1.53 3.07 -6.21  0.3342
H 2.22 4.67 -5.87  0.4199
H 0.77 4.13 -5.02  0.2923
H -0.01 -5.38 -3.48  0.4206
H 1.23 -4.20 -3.83  0.3773
H -1.56 -4.24 -5.10  0.3203
H -0.08 -4.77 -5.89  0.4136
H -0.31 -3.07 -5.49  0.2729
N -0.35 2.19 5.32  -0.6647
C -0.16 2.69 3.97  0.6830
C 0.25 1.56 3.04  -0.1372
O 0.72 1.74 1.94  -0.4604
O 0.04 0.35 3.52  -0.4118
H 0.49 2.31 5.89  0.2038
H -0.32 0.48 4.43  0.4902
H -1.11 2.65 5.80  0.2371
H 0.56 3.51 3.86  0.4439
H -1.11 3.05 3.57  -0.6226
C 3.42 -1.69 -0.60  -0.7230
As 2.49 -0.37 0.44  0.6218
C 3.08 1.36 -0.14  -0.6991
C 2.98 -0.64 2.27  -1.1370
O 0.87 -0.71 0.20  0.1736
H 4.49 -1.46 -0.65  0.4319
H 2.99 -1.67 -1.61  -0.1724
H 3.27 -2.67 -0.17  0.4598
H 4.06 1.54 0.32  0.6279
H 2.37 2.11 0.20  0.0757
H 3.17 1.36 -1.22  0.0658
H 4.04 -0.86 2.32  0.4907
H 2.40 -1.48 2.67  0.3429
H 2.75 0.26 2.84  0.2229

***

# 3
Entry from the OMol25 dataset: C41H58BFO4SeZr as an isolated structure (ωB97M-V/def2-TZVPD).

Computed properties:
**Strongest force on any atom**: 3.1 eV Å⁻¹
**Kohn-Sham gap**: 0.289 Ha
**Energy relative to the best compared isomer or geometry (same formula, charge and spin)**: 0.7628 eV
**HOMO level**: -7.515 eV
**Calculated total energy**: -121673.7015 eV
**Molar mass**: 814.9 g mol⁻¹

Each line ends with the Mulliken charge.
Cartesian coordinates (Å):
Zr 0.31 1.56 -1.74  0.4385
C -0.58 -0.39 5.87  -1.6993
C -0.32 -1.38 4.73  2.0111
C 1.06 -2.00 4.92  -1.8320
C -1.37 -2.51 4.77  -1.5619
C -0.43 -0.65 3.39  -0.2533
C 0.62 -0.54 2.50  -0.8818
C 0.45 0.11 1.29  1.0954
Se 1.99 0.12 0.09  0.0081
C 1.45 -1.54 -0.77  0.3075
C 1.71 -2.74 -0.15  -0.4995
C 1.19 -3.92 -0.69  -0.8181
C 0.40 -3.78 -1.82  -0.1766
C 0.11 -2.58 -2.46  -0.3316
C 0.71 -1.41 -1.96  1.0203
O 0.65 -0.20 -2.54  -0.8799
C -0.83 -2.68 -3.68  2.4112
C -1.23 -1.32 -4.27  -2.2935
C -0.13 -3.47 -4.79  -1.8215
C -2.12 -3.39 -3.26  -1.7766
C 1.49 -5.26 -0.02  2.2170
C 3.00 -5.49 0.01  -1.7708
C 0.84 -6.43 -0.76  -2.1858
C 0.95 -5.24 1.42  -1.6182
C -0.78 0.67 0.90  -0.1040
O -0.90 1.24 -0.31  -1.0314
C -1.85 0.62 1.82  0.4970
C -1.63 -0.05 3.02  -0.5656
C -3.24 1.26 1.63  2.2046
C -3.47 2.25 2.78  -1.5828
C -4.30 0.15 1.68  -1.7990
C -3.45 2.04 0.32  -1.8036
H -0.47 -0.89 6.84  0.4771
H -1.59 0.02 5.82  0.3017
H 0.13 0.44 5.83  0.3211
H 1.09 -2.52 5.88  0.4785
H 1.84 -1.24 4.93  0.3484
H 1.28 -2.73 4.14  0.1639
H -1.27 -3.06 5.71  0.4883
H -1.22 -3.20 3.94  0.2436
H -2.38 -2.11 4.71  0.2900
H 1.59 -0.96 2.72  0.6593
H 2.30 -2.75 0.75  0.3528
H -0.04 -4.68 -2.24  0.3351
H -0.37 -0.80 -4.66  0.3395
H -1.72 -0.69 -3.52  0.1788
H -1.94 -1.50 -5.08  0.6124
H 0.81 -2.98 -5.06  0.3488
H -0.76 -3.53 -5.68  0.4920
H 0.10 -4.49 -4.47  0.3188
H -2.62 -2.84 -2.46  0.3527
H -1.95 -4.41 -2.91  0.3304
H -2.80 -3.44 -4.12  0.4766
H 3.40 -5.51 -1.01  0.4013
H 3.23 -6.44 0.49  0.4604
H 3.52 -4.69 0.55  0.2945
H 1.20 -6.50 -1.79  0.4238
H -0.25 -6.35 -0.77  0.3901
H 1.10 -7.36 -0.25  0.4521
H 1.41 -4.44 2.00  0.2261
H 1.16 -6.19 1.91  0.5059
H -0.14 -5.08 1.42  0.3740
H -2.46 -0.09 3.72  0.2853
H -3.45 1.76 3.75  0.3030
H -4.45 2.73 2.67  0.4936
H -2.71 3.03 2.78  0.1801
H -4.30 -0.37 2.63  0.2847
H -4.12 -0.58 0.89  0.3502
H -5.29 0.58 1.53  0.4936
H -2.74 2.86 0.22  0.1844
H -4.45 2.46 0.33  0.5782
H -3.36 1.40 -0.55  0.2376
C 2.18 6.22 -0.07  -2.1113
C 1.15 5.22 0.46  1.7207
C -0.05 5.97 1.04  -1.7327
O 0.71 4.44 -0.66  -0.1435
B 1.37 3.22 -0.68  0.6497
O 2.05 3.05 0.52  -0.4309
C 1.77 4.15 1.42  1.8396
C 3.06 4.57 2.11  -2.0272
C 0.78 3.64 2.47  -1.6979
H 1.72 6.78 -0.89  0.4953
H 3.05 5.70 -0.45  0.3579
H 2.48 6.92 0.71  0.3827
H -0.39 6.70 0.31  0.4566
H 0.23 6.49 1.95  0.3583
H -0.87 5.29 1.25  0.1975
H 3.85 4.76 1.38  0.3856
H 3.38 3.77 2.76  0.4490
H 2.89 5.47 2.71  0.3648
H -0.16 3.33 2.01  -0.1148
H 0.58 4.41 3.22  0.4955
H 1.21 2.77 2.96  0.5620
F 3.05 1.08 -6.86  -0.3651
C 2.12 1.56 -6.01  0.4220
C 0.79 1.21 -6.20  -0.4528
C -0.16 1.69 -5.32  -0.5946
C 0.18 2.52 -4.23  -0.0721
C -0.81 2.89 -3.21  -1.1609
C 1.53 2.89 -4.12  0.2021
C 2.50 2.41 -5.00  -0.8957
H 0.52 0.58 -7.04  0.4371
H -1.20 1.43 -5.48  0.3546
H -1.84 2.74 -3.51  0.4883
H -0.65 3.89 -2.80  0.4009
H 1.83 3.62 -3.38  0.5467
H 3.53 2.70 -4.91  0.4798